84
Properties=species:S:1:pos:R:3:forces:R:3 method="wB97M-V/def2-TZVPD" energy_ha=-1750.7601 homo_ev=-10.4888 total_charge=+1 e_lumo_ev=-2.48 orbital_gap_ev=8.01
C -5.43397 1.28155 2.35198 0.4 -0.7 -1.1
C -4.25342 0.41023 1.74165 0.9 0.2 0.5
C -4.21479 -1.07587 2.28103 -1.2 -0.3 -0.2
C -3.70504 -2.15462 1.24294 0.7 -0.3 0.6
C -2.40262 -1.74548 0.43650 0.2 -0.5 -0.5
C -1.09663 -2.54259 0.87070 0.0 0.1 -1.3
C 0.23235 -1.68105 0.72641 -0.1 -1.0 1.0
C 0.27594 -0.41885 1.68047 0.6 0.2 -0.5
C -0.08961 0.96241 0.98404 -0.3 0.2 0.8
C 1.08555 2.01622 1.08208 -0.1 0.1 -0.4
C 2.09244 1.94902 -0.14538 -0.7 0.6 -0.3
C 1.40494 2.78744 -1.32251 0.4 -0.2 0.7
C 2.36106 2.99802 -2.57330 -0.6 0.0 1.7
S 1.60957 2.57818 -4.20261 0.7 0.3 -1.0
C -0.22792 2.74545 -4.16409 -0.6 -0.8 0.8
N 1.95516 0.88719 -4.46542 -0.6 0.8 0.1
H -6.38496 0.91632 1.86123 0.8 0.5 0.8
H -5.47206 1.13793 3.46343 -0.1 0.3 -1.0
H -5.29058 2.36205 2.06579 -0.2 -1.1 0.5
H -4.25357 0.40650 0.60778 -0.3 0.0 1.2
H -3.26582 0.89971 2.02441 -1.1 -0.5 -0.4
H -5.29159 -1.35352 2.52165 1.2 0.2 -0.2
H -3.67099 -1.18639 3.27044 -0.4 0.4 -1.2
H -3.42612 -3.07358 1.85099 -0.4 0.9 -0.7
H -4.51144 -2.51000 0.53586 0.7 0.7 0.8
H -2.15700 -0.64884 0.46113 -0.6 -1.0 0.2
H -2.60595 -1.99828 -0.65224 0.4 0.4 1.1
H -0.98664 -3.40011 0.13385 -0.1 0.7 1.1
H -1.22635 -2.99449 1.89195 0.3 0.6 -0.8
H 0.43926 -1.44089 -0.36025 -0.4 0.0 1.2
H 1.07623 -2.36980 1.04257 -0.8 0.8 -0.4
H 1.33725 -0.33391 2.07118 -1.2 0.0 -0.4
H -0.38513 -0.54762 2.58865 0.6 -0.1 -1.0
H -0.97261 1.39866 1.54553 0.9 -0.4 -0.7
H -0.46338 0.82274 -0.07958 0.7 0.1 1.1
H 0.61196 3.04535 1.08632 0.6 -1.0 0.0
H 1.63731 1.91888 2.06119 -0.6 -0.1 -1.0
H 3.09680 2.37751 0.12840 -1.0 -0.4 -0.3
H 2.26324 0.89897 -0.51430 -0.1 1.0 0.6
H 1.13728 3.80132 -0.91143 0.2 -1.0 -0.5
H 0.44473 2.25240 -1.56178 0.9 0.6 0.0
H 2.66340 4.08636 -2.62462 -0.4 -1.2 -0.4
H 3.29784 2.39526 -2.39315 -1.0 0.4 -0.8
H -0.63947 1.73119 -3.87107 0.4 1.2 -0.3
H -0.52412 3.51397 -3.39240 0.6 -0.9 -0.8
H -0.63337 3.05468 -5.16766 0.9 -0.4 0.9
H 1.28465 0.56264 -5.18755 0.0 0.2 0.2
H 2.87483 0.87117 -4.92736 -0.4 0.1 0.2
C 5.30765 0.15349 1.45627 0.5 0.0 -0.1
O 4.21029 0.29937 0.94618 0.3 0.0 -0.1
N 6.49637 0.32624 0.82012 -0.6 -0.1 0.4
C 7.76691 0.13410 1.49283 0.0 0.1 -0.2
C 6.49167 0.71507 -0.57670 -0.3 0.0 0.1
H 5.42197 -0.14082 2.51124 0.1 0.0 0.0
H 8.33620 1.06596 1.46124 0.1 -0.1 0.1
H 8.32961 -0.65133 0.98304 0.1 0.0 0.1
H 7.61498 -0.15494 2.53263 -0.1 0.0 -0.1
H 5.96833 1.66848 -0.68454 0.1 0.0 -0.1
H 5.96174 -0.04118 -1.16071 0.0 0.1 -0.1
H 7.51149 0.81421 -0.94615 -0.1 0.0 0.1
C -0.11773 -0.55770 -7.53386 -0.4 -1.0 -0.2
O -0.04385 0.42192 -6.80294 0.1 0.1 0.6
N -0.86699 -1.65834 -7.28906 0.6 0.8 -0.2
C -0.90593 -2.78365 -8.20450 -0.1 -0.1 0.1
C -1.65651 -1.71324 -6.07173 0.1 0.3 0.1
H 0.44037 -0.61695 -8.48037 0.0 0.0 0.0
H -1.93262 -2.93558 -8.54394 0.1 -0.1 -0.1
H -0.55899 -3.68047 -7.68679 0.0 0.0 -0.1
H -0.26805 -2.60252 -9.06949 0.0 0.1 0.1
H -2.36214 -0.87969 -6.06089 0.0 -0.1 0.1
H -0.99512 -1.62117 -5.20700 -0.1 0.0 0.0
H -2.20164 -2.65408 -6.01565 0.1 0.1 -0.1
C -3.79666 -0.69467 7.00971 0.2 -0.1 0.0
O -4.41172 -1.43876 7.74642 0.3 0.0 -0.1
N -2.44366 -0.69449 6.84227 -0.6 0.2 -0.1
C -1.77522 0.22553 5.94436 0.0 -0.3 0.2
C -1.64812 -1.64965 7.59095 -0.3 -0.1 0.1
H -4.30860 0.06643 6.39797 0.1 0.1 -0.1
H -1.23296 -0.34553 5.18556 0.1 0.2 -0.1
H -1.06909 0.83450 6.51459 0.0 0.1 -0.2
H -2.49406 0.88120 5.45165 0.0 -0.1 0.1
H -1.96830 -2.66303 7.33900 0.1 0.0 0.1
H -1.80511 -1.49174 8.66003 0.1 -0.1 0.0
H -0.59110 -1.53041 7.35475 -0.1 0.1 0.0